No. 1
The following is a quantum chemistry calculation of a molecular structure, C40H40FN5O2S2Ti, from the OMol25 dataset.

Element x y z (Å)
Ti: -1.3902 0.6162 -0.4774
O: -1.9694 0.6845 1.3743
C: -2.9489 1.4304 1.7989
C: -2.9394 1.9378 3.1153
C: -3.9441 2.7703 3.5536
C: -5.0171 3.1273 2.7260
C: -5.0627 2.5952 1.4538
C: -4.0627 1.7435 0.9822
C: -4.2641 1.1166 -0.3323
N: -3.5324 0.1959 -0.8124
C: -3.8858 -0.3933 -2.1114
C: -2.5926 -0.6254 -2.9130
N: -1.7203 0.4835 -2.5484
C: -1.4091 1.3658 -3.4072
C: -0.7328 2.6301 -3.0786
C: -0.1506 3.3670 -4.1046
C: 0.5320 4.5401 -3.8403
C: 0.6110 4.9863 -2.5190
C: 0.0017 4.2931 -1.4907
C: -0.6864 3.1097 -1.7617
O: -1.3241 2.4583 -0.7921
H: -2.1169 1.6478 3.7550
H: -3.9048 3.1599 4.5651
H: -5.7992 3.7847 3.0797
H: -5.8972 2.8255 0.7981
H: -5.1487 1.4520 -0.8906
H: -4.5570 0.2842 -2.6541
H: -4.3889 -1.3383 -1.9321
H: -2.7924 -0.6389 -3.9889
H: -2.1173 -1.5580 -2.6119
H: -1.6596 1.2030 -4.4605
H: -0.2131 2.9880 -5.1195
H: 1.0025 5.0948 -4.6404
H: 1.1588 5.8941 -2.2948
H: 0.0469 4.6321 -0.4644
C: 2.7510 -4.0113 0.9213
C: 2.4278 -2.8417 -0.0087
C: 2.2457 -3.3540 -1.4390
C: 3.4599 -1.7307 0.0572
C: 4.8162 -2.0339 -0.0351
C: 5.7801 -1.0408 0.0159
C: 5.3929 0.2848 0.1504
C: 4.0487 0.6293 0.2259
C: 3.6627 2.0903 0.3268
C: 4.1215 2.8682 -0.9067
C: 4.1969 2.7276 1.6105
C: 3.0969 -0.3912 0.1902
N: 1.7029 -0.0263 0.3469
C: 1.3054 0.2389 1.6905
C: 1.5450 -0.6810 2.7058
C: 1.2405 -0.4067 4.0283
C: 0.6962 0.8253 4.3745
C: 0.4758 1.7683 3.3845
C: 0.7817 1.4660 2.0711
F: 0.6229 2.4471 1.1520
H: 1.8945 -4.6871 0.9632
H: 2.9732 -3.6848 1.9399
H: 3.6099 -4.5893 0.5683
H: 1.4676 -2.4289 0.2962
H: 3.1575 -3.8535 -1.7840
H: 2.0196 -2.5326 -2.1168
H: 1.4154 -4.0638 -1.4793
H: 5.1168 -3.0695 -0.1451
H: 6.8306 -1.2969 -0.0529
H: 6.1436 1.0662 0.1765
H: 2.5777 2.1518 0.3565
H: 5.2111 2.8456 -1.0007
H: 3.8118 3.9136 -0.8305
H: 3.6877 2.4475 -1.8147
H: 5.2901 2.7614 1.6121
H: 3.8769 2.1723 2.4951
H: 3.8309 3.7528 1.7055
H: 1.9776 -1.6337 2.4417
H: 1.4321 -1.1576 4.7833
H: 0.4545 1.0517 5.4049
H: 0.0842 2.7538 3.6017
S: 1.5930 0.3360 -2.2176
C: 0.8864 0.3048 -0.6974
C: -2.4898 -6.7473 -0.4863
C: -2.9271 -5.3236 -0.2824
C: -4.2624 -4.9955 -0.0896
C: -4.5366 -3.6448 0.0014
N: -3.6112 -2.7008 -0.0397
C: -2.3230 -3.1059 -0.1667
S: -1.0136 -1.9692 -0.0705
N: -1.9740 -4.4058 -0.3253
H: -3.2729 -7.4551 -0.2142
H: -1.5954 -6.9504 0.1009
H: -2.2311 -6.9072 -1.5349
H: -5.0380 -5.7461 -0.0272
H: -5.5635 -3.3001 0.1109

Summary:
Total charge = -1
2S+1 = 2
Relative energy (zero: lowest compared OMol25 entry of this formula, charge and spin) = 0.0 kJ/mol
<S²> = 0.756
Frontier orbital gap (alpha / beta) = 6.107 / 6.477 eV
E_LUMO (alpha / beta) = 2.42 / 2.40 eV
Maximum force = 1.3 eV Å⁻¹

In the Löwdin picture, each atom carries the following charge in e: number 1, Ti, carries 0.798; number 2, O, carries -0.192; number 3, C, carries -0.325; number 4, C, carries -0.006; number 5, C, carries -0.095; number 6, C, carries -0.117; number 7, C, carries -0.065; number 8, C, carries -0.134; number 9, C, carries -0.075; number 10, N, carries -0.041; number 11, C, carries -0.174; number 12, C, carries -0.175; number 13, N, carries -0.074; number 14, C, carries -0.090; number 15, C, carries -0.175; number 16, C, carries -0.056; number 17, C, carries -0.104; number 18, C, carries -0.089; number 19, C, carries -0.007; number 20, C, carries -0.329; number 21, O, carries -0.181; number 22, H, carries 0.096; number 23, H, carries 0.096; number 24, H, carries 0.086; number 25, H, carries 0.104; number 26, H, carries 0.129; number 27, H, carries 0.113; number 28, H, carries 0.096; number 29, H, carries 0.115; number 30, H, carries 0.088; number 31, H, carries 0.132; number 32, H, carries 0.108; number 33, H, carries 0.090; number 34, H, carries 0.097; number 35, H, carries 0.115; number 36, C, carries -0.073; number 37, C, carries -0.398; number 38, C, carries -0.067; number 39, C, carries -0.135; number 40, C, carries -0.037; number 41, C, carries -0.077; number 42, C, carries -0.040; number 43, C, carries -0.136; number 44, C, carries -0.368; number 45, C, carries -0.063; number 46, C, carries -0.058; number 47, C, carries -0.164; number 48, N, carries -0.123; number 49, C, carries -0.155; number 50, C, carries 0.016; number 51, C, carries -0.075; number 52, C, carries -0.089; number 53, C, carries -0.032; number 54, C, carries -0.227; number 55, F, carries 0.058; number 56, H, carries 0.079; number 57, H, carries 0.070; number 58, H, carries 0.067; number 59, H, carries 0.037; number 60, H, carries 0.075; number 61, H, carries 0.041; number 62, H, carries 0.074; number 63, H, carries 0.105; number 64, H, carries 0.094; number 65, H, carries 0.104; number 66, H, carries 0.101; number 67, H, carries 0.069; number 68, H, carries 0.074; number 69, H, carries 0.053; number 70, H, carries 0.070; number 71, H, carries 0.078; number 72, H, carries 0.076; number 73, H, carries 0.106; number 74, H, carries 0.098; number 75, H, carries 0.099; number 76, H, carries 0.121; number 77, S, carries 0.637; number 78, C, carries -0.700; number 79, C, carries -0.047; number 80, C, carries -0.365; number 81, C, carries -0.054; number 82, C, carries -0.166; number 83, N, carries 0.048; number 84, C, carries -0.763; number 85, S, carries 0.712; number 86, N, carries 0.082; number 87, H, carries 0.065; number 88, H, carries 0.074; number 89, H, carries 0.077; number 90, H, carries 0.091; number 91, H, carries 0.101

***

No. 2
The following is a quantum chemistry calculation of a molecular structure, C40H40NO2SiTi, from the OMol25 dataset.

Element x y z (Å)
C: -0.8153 2.3507 1.8807
C: -0.1653 3.0530 0.8066
C: -0.6827 2.5411 -0.4413
H: 0.5581 3.8445 0.9341
C: -1.6594 1.5434 -0.1392
C: -1.7530 1.4280 1.2878
H: -2.3075 1.0454 -0.8644
C: 2.6440 0.1298 0.8453
C: 2.5350 1.5640 0.7603
C: 2.1726 1.8755 -0.5978
H: 2.7587 2.2606 1.5645
C: 2.1717 0.6616 -1.3878
C: 2.3843 -0.4084 -0.4603
H: -0.4832 2.9445 -1.4373
H: -2.4424 0.7978 1.8404
H: -0.6980 2.5483 2.9331
H: 2.4549 -1.4720 -0.7234
H: 2.1301 2.8827 -1.0024
H: 3.0005 -0.4261 1.7159
Ti: 0.4295 0.9135 0.6782
C: 2.4041 0.5768 -2.9050
C: 3.8138 -0.0552 -3.1205
C: 2.4551 1.9444 -3.5693
H: 4.5956 0.5749 -2.6793
H: 4.0077 -0.1333 -4.2001
H: 3.8844 -1.0635 -2.6921
H: 3.2497 2.5403 -3.1125
H: 1.5085 2.4801 -3.4994
H: 2.7106 1.8113 -4.6250
C: 1.4737 -0.4154 -3.7142
C: -0.0434 -0.3524 -3.9908
H: 1.5606 -1.3907 -3.1979
H: 1.9401 -0.4810 -4.7255
O: -0.7572 -1.3128 -3.6621
N: -0.5442 0.6795 -4.7693
C: -2.0084 0.9363 -4.6792
H: -0.2055 0.6838 -5.7161
C: -2.1884 2.4083 -4.3599
C: -3.2937 2.8576 -3.6267
H: -3.9962 2.1113 -3.2486
C: -3.4581 4.2245 -3.3695
H: -4.3328 4.5665 -2.8112
C: -2.4932 5.1405 -3.8158
H: -2.6327 6.2103 -3.6312
C: -1.3455 4.6889 -4.4841
H: -0.5670 5.3825 -4.8041
C: -1.1933 3.3208 -4.7452
H: -0.2860 2.9426 -5.2188
H: -2.4447 0.3457 -3.8649
H: -2.5559 0.6707 -5.6041
O: -0.1717 -0.8843 0.9147
Si: -0.2105 -1.7594 2.2973
C: -1.8472 -2.6538 2.4799
C: -2.0447 -3.4753 3.5995
C: -3.2774 -4.1113 3.7950
C: -4.3039 -3.9495 2.8594
C: -4.0917 -3.1585 1.7277
C: -2.8624 -2.5166 1.5279
C: 1.1126 -3.0753 2.2071
C: 1.9586 -3.3683 3.2823
C: 2.8921 -4.4077 3.1743
C: 2.9675 -5.1710 2.0083
C: 2.1197 -4.8792 0.9347
C: 1.2018 -3.8264 1.0256
C: -0.0301 -0.6018 3.7462
C: 1.2171 -0.1246 4.1639
C: 1.2958 0.8261 5.1837
C: 0.1371 1.2918 5.8080
C: -1.1083 0.8051 5.4038
C: -1.1926 -0.1418 4.3801
H: -1.2389 -3.6167 4.3266
H: -3.4281 -4.7286 4.6806
H: -5.2648 -4.4423 3.0148
H: -4.8847 -3.0351 0.9922
H: -2.6941 -1.9083 0.6344
H: 1.8865 -2.7889 4.2062
H: 3.5603 -4.6134 4.0088
H: 3.6883 -5.9851 1.9320
H: 2.1723 -5.4628 0.0169
H: 0.5464 -3.5968 0.1771
H: 2.1329 -0.4878 3.6912
H: 2.2695 1.2086 5.4849
H: 0.1972 2.0376 6.6024
H: -2.0241 1.1594 5.8777
H: -2.1707 -0.5288 4.0841

Summary:
2S+1 = 2
<S²> = 0.754
Frontier orbital gap (alpha / beta) = 7.997 / 8.520 eV
E_LUMO (alpha / beta) = 0.47 / 0.47 eV
Maximum force = 3.3 eV Å⁻¹

In the Löwdin picture, each atom carries the following charge in e: number 1, C, carries -0.149; number 2, C, carries -0.181; number 3, C, carries -0.165; number 4, H, carries 0.115; number 5, C, carries -0.126; number 6, C, carries -0.137; number 7, H, carries 0.117; number 8, C, carries -0.152; number 9, C, carries -0.206; number 10, C, carries -0.149; number 11, H, carries 0.114; number 12, C, carries -0.167; number 13, C, carries -0.066; number 14, H, carries 0.115; number 15, H, carries 0.111; number 16, H, carries 0.105; number 17, H, carries 0.123; number 18, H, carries 0.115; number 19, H, carries 0.104; number 20, Ti, carries 0.883; number 21, C, carries -0.465; number 22, C, carries -0.047; number 23, C, carries -0.056; number 24, H, carries 0.097; number 25, H, carries 0.085; number 26, H, carries 0.086; number 27, H, carries 0.088; number 28, H, carries 0.071; number 29, H, carries 0.089; number 30, C, carries -0.043; number 31, C, carries -0.415; number 32, H, carries 0.124; number 33, H, carries 0.129; number 34, O, carries 0.057; number 35, N, carries 0.036; number 36, C, carries -0.121; number 37, H, carries 0.137; number 38, C, carries -0.219; number 39, C, carries -0.052; number 40, H, carries 0.113; number 41, C, carries -0.084; number 42, H, carries 0.103; number 43, C, carries -0.096; number 44, H, carries 0.101; number 45, C, carries -0.082; number 46, H, carries 0.101; number 47, C, carries -0.058; number 48, H, carries 0.094; number 49, H, carries 0.114; number 50, H, carries 0.134; number 51, O, carries -0.380; number 52, Si, carries 0.472; number 53, C, carries -0.239; number 54, C, carries -0.090; number 55, C, carries -0.087; number 56, C, carries -0.096; number 57, C, carries -0.088; number 58, C, carries -0.082; number 59, C, carries -0.226; number 60, C, carries -0.094; number 61, C, carries -0.089; number 62, C, carries -0.094; number 63, C, carries -0.085; number 64, C, carries -0.086; number 65, C, carries -0.230; number 66, C, carries -0.102; number 67, C, carries -0.080; number 68, C, carries -0.090; number 69, C, carries -0.084; number 70, C, carries -0.095; number 71, H, carries 0.109; number 72, H, carries 0.100; number 73, H, carries 0.099; number 74, H, carries 0.098; number 75, H, carries 0.103; number 76, H, carries 0.095; number 77, H, carries 0.099; number 78, H, carries 0.100; number 79, H, carries 0.100; number 80, H, carries 0.113; number 81, H, carries 0.088; number 82, H, carries 0.103; number 83, H, carries 0.103; number 84, H, carries 0.105; number 85, H, carries 0.106

***

| no. | E_tot (eV) |
| --- | --- |
| 1 | -101183.600 |
| 2 | -78709.955 |